Below is C16H33Cl in the gas phase at a distorted geometry, with properties calculated with the ωB97M-V functional and the def2-TZVPD basis.

The frontier orbital gap is 10.9 eV. The HOMO energy comes out at -10.0 eV. Its SMILES is CCCCCCCCCCCCCCCCCl. As for the total energy: -1089.38425 a.u. As for the energy relative to the best compared isomer or geometry (same formula, charge and spin): 159.3 kcal per mole.

Structure (XYZ):
```
50
C16H33Cl | OMol25 | the ωB97M-V functional and the def2-TZVPD basis
C -2.9031 -0.4585 2.8225
C -2.6002 0.4949 1.5083
C -1.7221 1.6294 2.1733
C -1.0963 2.4200 1.1336
C 0.1382 2.0117 0.2846
C 1.3318 2.2819 1.1502
C 1.3655 1.4840 2.6175
C 1.3030 -0.0264 2.5103
C 2.5081 -0.5943 1.7284
C 2.5199 -1.0253 0.2464
C 1.5152 -2.1356 0.0015
C 1.2411 -2.4647 -1.4536
C 0.3578 -1.3624 -2.0344
C -0.3386 -1.9761 -3.1920
C -1.4178 -1.1870 -4.0663
C -0.7974 0.1628 -4.6472
Cl -1.7768 1.4288 -5.5075
H -3.3371 0.2212 3.6077
H -3.4152 -1.3733 2.4235
H -2.0752 -0.6551 3.4226
H -3.6972 1.0856 1.1961
H -2.1033 0.0690 0.5702
H -2.5248 2.0673 2.6656
H -1.1763 1.3376 2.9626
H -0.7311 3.3966 1.6355
H -1.9035 2.7396 0.4683
H 0.1959 1.0060 -0.3595
H 0.0661 2.8119 -0.5622
H 1.2729 3.3014 1.4231
H 2.3490 2.0033 0.6493
H 2.2209 1.8900 3.2592
H 0.5476 1.8334 3.2707
H 0.8975 -0.5868 3.5497
H 0.2967 -0.1247 1.7187
H 2.8816 -1.4546 2.2790
H 3.1926 0.3930 1.7389
H 3.5626 -1.4945 -0.0171
H 2.4324 -0.2765 -0.6152
H 2.0634 -2.9346 0.6228
H 0.5022 -1.8873 0.3632
H 2.1356 -2.6437 -2.0216
H 0.6753 -3.3572 -1.3221
H 0.7856 -0.4724 -2.3708
H -0.4484 -0.8482 -1.4292
H 0.6369 -2.0328 -3.7938
H -0.7148 -2.9723 -3.1091
H -2.3520 -0.7888 -3.5304
H -1.6580 -1.8394 -4.9493
H -0.4719 0.9428 -3.8830
H 0.2655 -0.0395 -5.1389
```

These are the natural (NBO) partial charges, in e, on atoms 1 to 2: -0.6315, -0.3761

---

Below is a gas-phase ion, C16H33F2N3OP (charge +1) at a distorted geometry, with properties calculated with the ωB97M-V functional and the def2-TZVPD basis.

The total charge is +1. The frontier orbital gap is 8.8 eV. The HOMO energy comes out at -11.3 eV. Its SMILES is CCCOCNC1=[NH+][C@@](CCCF)(P(C)CC)[C@H](CCCF)N1. As for the total energy: -1409.78057 a.u.

Structure (XYZ):
```
56
C16H33F2N3OP | OMol25 | the ωB97M-V functional and the def2-TZVPD basis
C -2.6365 1.1979 4.7511
C -3.7097 0.2895 4.1304
C -4.1530 0.8234 2.7890
O -3.3658 0.2696 1.6991
C -3.1293 1.2501 0.7436
N -2.7808 0.6451 -0.5390
C -1.8167 -0.2037 -0.7449
N -0.9895 -0.6595 0.2139
C 0.1948 -1.3460 -0.4131
C 1.4283 -0.6191 0.1397
C 1.6110 -0.8124 1.6553
C 1.4996 0.4648 2.4683
F 0.6909 0.2001 3.5623
P 0.1649 -3.2220 -0.4178
C 1.7199 -3.6736 -1.3487
C 0.4606 -3.8897 1.2730
C 0.7315 -5.4105 1.2364
C -0.0780 -0.9954 -1.8936
C 0.8297 -0.0211 -2.6495
C 0.5481 1.4691 -2.4529
C 1.2637 2.2739 -3.5405
F 0.4174 2.5745 -4.5751
N -1.5249 -0.7432 -1.9364
H -1.9589 0.6079 5.3498
H -3.0656 1.9895 5.3442
H -2.0245 1.6171 3.9621
H -4.5765 0.3169 4.7808
H -3.3670 -0.7345 4.0731
H -5.1892 0.5690 2.5989
H -4.0338 1.8989 2.8119
H -3.9834 1.8913 0.5559
H -2.2887 1.8663 1.0677
H -3.3517 0.8949 -1.3339
H -1.5524 -1.1788 0.8882
H 1.2647 0.4342 -0.0496
H 2.3120 -0.8840 -0.4245
H 0.8006 -1.4362 2.0008
H 2.5482 -1.3172 1.8321
H 1.0759 1.2859 1.9019
H 2.4700 0.7069 2.8857
H 1.3972 -4.2006 -2.2301
H 2.2348 -2.7677 -1.6391
H 2.3355 -4.2834 -0.7051
H 1.3520 -3.4265 1.6858
H -0.3309 -3.6481 1.9685
H 0.2755 -5.8493 0.3561
H 1.7968 -5.5711 1.2130
H 0.3377 -5.8490 2.1401
H 0.0198 -1.9034 -2.4878
H 0.6676 -0.2223 -3.7045
H 1.8632 -0.2694 -2.4663
H -0.5168 1.6742 -2.4861
H 0.9206 1.8452 -1.5052
H 2.0975 1.6805 -3.9029
H 1.6749 3.1780 -3.1100
H -1.7876 -0.1545 -2.7231
```

These are the natural (NBO) partial charges, in e, on atoms 1 to 2: -0.6060, -0.4266

---

Below is a molecular structure, C16H34BFeNP2 at a distorted geometry, with properties calculated with the ωB97M-V functional and the def2-TZVPD basis.

The frontier orbital gap (alpha / beta) is 5.3 / 4.3 eV. The expectation value of S² is 6.084. The HOMO energy (alpha / beta) comes out at -5.2 / -7.7 eV. As for the total energy: -2655.75683 a.u. Its spin multiplicity is 5. As for the energy relative to the best compared isomer or geometry (same formula, charge and spin): 0.0 kcal per mole.

Structure (XYZ):
```
55
C16H34BFeNP2 | OMol25 | the ωB97M-V functional and the def2-TZVPD basis
P 1.2330 1.8782 -1.4963
P 2.7492 -0.6727 0.0753
C 3.0828 1.7717 -1.3227
C 3.6339 0.3486 -1.1753
H 3.3476 2.3894 -0.4501
H 3.4988 2.2489 -2.2216
H 3.5845 -0.2035 -2.1281
H 4.6812 0.3725 -0.8403
C 3.4662 -0.0492 1.6417
H 3.0736 -0.6494 2.4769
H 3.1791 1.0012 1.8028
H 4.5626 -0.1370 1.6002
C 3.4963 -2.3108 -0.1410
H 4.5637 -2.2650 0.1169
H 3.3737 -2.6312 -1.1842
H 2.9830 -3.0284 0.5138
C 1.0918 3.6940 -1.6655
H 0.0339 3.9659 -1.7654
H 1.6509 4.0277 -2.5514
H 1.4964 4.1737 -0.7644
C 1.0946 1.3582 -3.2604
H 1.4045 0.3107 -3.3847
H 1.7304 2.0084 -3.8798
H 0.0461 1.4534 -3.5747
Fe -2.5817 -0.2976 0.5335
C -1.1160 -2.0495 0.8425
C -0.9205 -1.0721 1.8111
C 0.0536 0.0679 1.8474
C -0.4049 1.4376 1.2557
C -1.2357 1.3593 0.0181
C -1.1966 0.3581 -0.9862
C -0.1853 -0.7302 -1.0930
C -0.5919 -2.1256 -0.5533
C -4.1849 0.4644 -0.2861
H -1.6609 -2.9490 1.1619
H -1.3975 -1.2729 2.7838
H 1.0083 -0.2173 1.3635
H 0.3260 0.2464 2.9007
H -0.9726 1.9752 2.0355
H 0.4814 2.0772 1.0815
H -1.7808 2.2746 -0.2460
H -1.7680 0.5810 -1.9020
H 0.7244 -0.4161 -0.5174
H 0.1494 -0.8410 -2.1345
H -1.3588 -2.5429 -1.2232
H 0.2656 -2.8112 -0.6324
H -4.7681 -0.3891 -0.6615
H -4.0022 1.1873 -1.0908
H -4.7503 0.9328 0.5303
B -5.5457 -2.6414 3.0707
C -4.5009 -1.8773 2.2504
N -3.7305 -1.2778 1.6036
H -5.2660 -2.5336 4.2517
H -5.5016 -3.8064 2.7173
H -6.6450 -2.1661 2.8456
```

These are the natural (NBO) partial charges, in e, on atoms 1 to 2: 1.1052, 0.9380

---

Below is a molecular structure, C16H34BNP2Pd at a distorted geometry, with properties calculated with the ωB97M-V functional and the def2-TZVPD basis.

The frontier orbital gap (alpha / beta) is 4.0 / 6.3 eV. The expectation value of S² is 2.037. The HOMO energy (alpha / beta) comes out at -4.3 / -6.5 eV. As for the total energy: -1519.77633 a.u. Its spin multiplicity is 3.

Structure (XYZ):
```
55
C16H34BNP2Pd | OMol25 | the ωB97M-V functional and the def2-TZVPD basis
P -0.1909 1.3978 1.9353
P 2.6309 -0.7588 -0.7535
C -0.0205 -0.1362 0.7276
C 1.1148 -1.0011 0.1087
H -0.9083 -0.3654 0.0198
H -0.4103 -0.8412 1.4981
H 1.4675 -1.7033 0.8879
H 0.6218 -1.6961 -0.6177
C 2.5497 -0.1738 -2.4197
H 3.5709 -0.0079 -2.7803
H 1.9318 0.7266 -2.4691
H 2.0552 -0.9417 -3.0192
C 3.2623 -2.4221 -0.6462
H 2.9187 -2.9444 -1.5413
H 2.7915 -2.9607 0.1886
H 4.3503 -2.4239 -0.5511
C -1.3434 2.8099 2.0078
H -1.0443 3.4286 2.8695
H -2.3641 2.4357 2.1856
H -1.3306 3.4287 1.1008
C -1.0542 0.4834 3.2653
H -0.7682 -0.5752 3.3212
H -2.1409 0.5782 3.1088
H -0.7585 0.9928 4.1900
Pd -1.1702 1.0911 -0.8573
C -1.6308 -1.6279 -1.5424
C -1.3341 -0.4408 -2.2447
C -2.4012 0.2928 -3.0430
C -3.4969 0.8049 -2.0827
C -3.0660 0.9952 -0.6365
C -3.1352 -0.0133 0.3197
C -3.5721 -1.4145 0.0790
C -2.9592 -2.1294 -1.1847
C 1.3839 1.8808 2.5337
H -0.8526 -2.3955 -1.3654
H -0.3284 -0.4290 -2.6956
H -2.8730 -0.3068 -3.8313
H -1.8691 1.1749 -3.4361
H -3.7573 1.8191 -2.4078
H -4.3839 0.1704 -2.0511
H -3.0155 2.0330 -0.2751
H -3.3263 0.3255 1.3346
H -4.6715 -1.5415 0.0012
H -3.2581 -1.9736 0.9842
H -2.8357 -3.1725 -0.8263
H -3.7033 -2.1693 -2.0017
H 1.9304 0.9437 2.4129
H 1.5062 2.1744 3.5879
H 1.7155 2.6190 1.7926
B 6.1974 0.7460 0.9847
C 4.7889 0.5012 0.4328
N 3.6877 0.2833 0.0357
H 7.0297 0.8097 0.0704
H 6.3856 -0.1901 1.7401
H 6.0838 1.8091 1.5554
```

These are the natural (NBO) partial charges, in e, on atoms 1 to 2: 1.5232, 1.7517